Entry from the OMol25 dataset: 2 unconnected molecules or ions with the total composition C10H16 in a non-equilibrium geometry (ωB97M-V/def2-TZVPD).

Structure (XYZ):
```
26
Properties=species:S:1:pos:R:3:forces:R:3:nbo_charge:R:1
C 0.5019 1.3602 2.7340 3.1 -0.5 -0.2 -0.18
H 1.3237 1.0598 3.4368 -0.8 0.6 -0.6 0.20
H -2.3717 1.9404 0.2580 1.0 0.0 1.1 0.22
C 0.8687 1.5222 1.3592 -3.5 0.3 2.4 -0.23
H 1.8593 1.5556 1.0095 1.1 -0.2 -0.3 0.22
H 0.4386 1.2943 -1.4606 -0.4 1.0 0.6 0.22
H -0.6047 -1.9850 -3.4115 1.0 -0.2 0.6 0.21
C -0.2195 1.8133 0.5485 0.2 0.3 -0.2 -0.01
H -0.8699 1.3710 4.2909 -0.5 0.1 0.1 0.22
H 0.7489 2.9495 -0.9446 2.4 1.7 0.2 0.22
H 1.1072 -2.7092 -3.2674 -1.0 0.3 0.1 0.21
C -0.7632 1.5112 3.2274 1.0 -0.8 0.1 -0.25
H -0.3068 -3.8409 -0.8044 0.5 0.0 0.2 0.20
C 0.4154 -1.8952 -1.3699 -3.6 -0.4 0.4 -0.40
C -1.7916 1.6432 2.3228 -2.8 0.0 3.0 -0.18
C -1.5516 1.8244 1.0284 0.3 0.1 -3.5 -0.23
H 0.9363 -1.0042 -3.3701 -1.0 -0.7 0.8 0.21
H -2.8315 1.6035 2.7532 1.0 0.2 -0.8 0.21
C 0.4004 -1.9053 -2.9204 1.3 -0.1 -0.8 -0.62
H 1.4700 -3.8829 -0.9961 -0.7 0.7 -0.2 0.20
H -0.7767 2.6766 -1.4150 0.5 -1.2 0.8 0.21
C 0.6152 -3.2598 -0.6244 0.0 -0.5 0.2 -0.62
H 1.0845 -1.1954 -1.0513 2.4 1.7 0.8 0.20
H 0.8168 -3.2708 0.5068 -0.6 0.7 -1.6 0.22
H -0.5818 -1.3560 -0.9943 1.7 -1.5 -0.7 0.19
C 0.0820 2.1794 -0.8456 -2.6 -1.5 -2.8 -0.63
```
Positions in Å, forces in eV/Å.

Properties
Largest force on an atom: 4.19 eV Å⁻¹
Kohn-Sham gap: 9.98 eV
Relative energy (zero: lowest compared OMol25 entry of this formula, charge and spin): 36.7 kcal/mol